Arrangement i

A cluster of 2 separate species, C3H10OS2 in total. Source: the Open Molecules 2025 dataset; level of theory: wB97M-V/def2-TZVPD.

The geometry in ORCA input format:
```
! RIJCOSX wB97M-V def2-TZVPD def2/J DEFGRID3
* xyz 0 1
H 0.850 -1.341 -3.781
C 0.190 -1.365 -2.040
H 1.191 -1.287 -1.524
H -0.245 -2.244 -1.551
H 0.017 1.616 3.863
S 0.132 0.349 1.805
C -0.810 -0.234 -1.995
O 0.345 -2.008 -3.289
S 1.971 -0.109 2.710
H -1.603 -0.361 -1.291
H 1.765 0.825 3.726
C -0.559 1.637 2.829
H -0.303 2.631 2.430
H -1.080 -0.221 -3.093
H -1.606 1.525 2.982
H -0.255 0.588 -1.780
*
```

Computed properties:
structure (SMILES)	CCO.CSS
HOMO-LUMO gap	8.6	eV
E_LUMO	0.374	eV
HOMO level	-8.256	eV

***

Arrangement ii

A cluster of 3 separate species, C3H10OS2 in total. Source: the Open Molecules 2025 dataset; level of theory: wB97M-V/def2-TZVPD.

The geometry in ORCA input format:
```
! RIJCOSX wB97M-V def2-TZVPD def2/J DEFGRID3
* xyz 0 1
C 1.065 0.487 1.366
S -0.471 2.075 -0.577
C -1.136 0.599 -1.295
H -1.495 -0.128 -0.567
H -0.384 0.090 -1.930
H 1.380 -0.062 2.258
H -0.938 -1.604 0.785
O -1.717 -1.422 1.367
H 2.641 -0.311 0.053
H -0.020 0.448 1.341
H 1.406 1.523 1.431
H 1.350 0.646 -0.753
H -1.955 0.928 -1.951
S 0.745 -1.593 -0.431
C 1.568 -0.101 0.062
H -2.048 -2.267 1.682
*
```

Computed properties:
HOMO-LUMO gap	5.2	eV
E_LUMO	-3.571	eV
HOMO level	-8.745	eV

***

Which structure above is the least stable? It is arrangement ii.